#A
Below is 2 unconnected molecules or ions with the total composition C4H10NO2S, with properties calculated with wB97M-V/def2-TZVPD.

Positions of all 18 atoms, in Å:
S1 1.35316 -1.66575 2.07180
O1 -0.74410 0.47269 2.53641
O2 -1.63569 -0.94377 -1.22835
N1 -0.72004 1.05489 -1.35445
C1 0.45089 -2.07445 0.59806
C2 -0.59293 -0.28397 -0.96694
C3 0.05683 2.10711 -0.82456
C4 0.69718 -0.97996 -0.48274
H1 0.66906 2.50733 -1.59487
H2 -0.74169 -2.10312 0.75821
H3 1.57524 -0.27002 -0.32428
H4 -0.80303 -0.30251 1.97369
H5 1.08248 -1.45448 -1.50895
H6 0.70482 -3.05794 0.23307
H7 -1.56561 1.36702 -1.80297
H8 0.07972 0.70487 2.33596
H9 0.61937 1.91063 0.04033
H10 -0.48567 3.01144 -0.45942

2S+1: 1
Molecular weight in g/mol: 136.20
HOMO-LUMO gap in eV: 6.069
Total charge: -1



#B
Below is 2 unconnected molecules or ions with the total composition C4H10NO2S, with properties calculated with wB97M-V/def2-TZVPD.

Positions of all 18 atoms, in Å:
S1 2.58728 0.81131 0.81381
O1 0.07181 1.05793 -2.99311
O2 -0.55612 1.93571 -0.62252
N1 -0.05253 -1.01836 1.32716
C1 -0.19591 1.26710 0.36425
C2 -1.50674 -1.46165 1.29658
C3 1.60424 -0.14721 -0.37487
C4 0.20569 -0.22587 0.16105
H1 -0.22754 1.49152 1.46624
H2 -1.96941 -1.81959 2.27528
H3 -0.46866 -0.65357 -0.63700
H4 -0.21405 1.97324 -2.99023
H5 -1.62224 -2.33740 0.55370
H6 2.19882 -1.08092 -0.50970
H7 -2.09660 -0.53585 0.98843
H8 1.44790 0.45406 -1.33970
H9 0.51934 0.95820 -2.03274
H10 0.27474 -0.66865 2.25339

2S+1: 1
Molecular weight in g/mol: 136.20
HOMO-LUMO gap in eV: 6.589
Total charge: -1



Stability summary: most stable #A, least stable #B.



#A
Below is 3 unconnected molecules or ions with the total composition CH10N3O2, with properties calculated with wB97M-V/def2-TZVPD.

Positions of all 16 atoms, in Å:
O1 -3.66091 1.03614 -0.32270
O2 -1.52116 0.03773 1.18726
N1 2.12843 0.00946 0.93191
N2 0.49438 -0.50329 -0.58699
N3 2.67833 -0.35031 -1.28211
C1 1.76643 -0.32242 -0.30519
H1 3.11158 0.10185 1.09284
H2 -2.06137 0.83245 1.05306
H3 0.24692 -0.70414 -1.53852
H4 -4.08670 0.21980 -0.03942
H5 -0.25734 -0.38369 0.10027
H6 3.65816 -0.40667 -1.02938
H7 -1.96405 -0.43838 1.90094
H8 1.37883 0.11141 1.59071
H9 -4.38223 1.60269 -0.61712
H10 2.47070 -0.84262 -2.13557

2S+1: 1
Molecular weight in g/mol: 96.11
HOMO-LUMO gap in eV: 12.025
Total charge: +1



#B
Below is 3 unconnected molecules or ions with the total composition CH10N3O2, with properties calculated with wB97M-V/def2-TZVPD.

Positions of all 16 atoms, in Å:
O1 -0.10443 0.48156 1.30381
O2 1.69803 0.60409 3.51586
N1 0.74621 -0.14052 -1.35406
N2 -1.12637 -0.00463 -2.65225
N3 -1.15367 -1.36811 -0.78461
C1 -0.49982 -0.50183 -1.56150
H1 1.63267 1.19483 4.27742
H2 -0.60808 0.58988 -3.26985
H3 -2.09751 -1.63442 -0.98844
H4 0.30455 0.95728 2.06244
H5 -1.94452 -0.45991 -3.01827
H6 1.15537 -0.27052 -0.44212
H7 -1.02203 0.65044 1.56957
H8 2.56094 0.82063 3.14153
H9 1.28808 0.43235 -1.97495
H10 -0.82941 -1.35110 0.17542

2S+1: 1
Molecular weight in g/mol: 96.11
HOMO-LUMO gap in eV: 12.049
Total charge: +1



Stability summary: most stable #A, least stable #B.



#A
Below is 2 unconnected molecules or ions with the total composition C6H17NO, with properties calculated with wB97M-V/def2-TZVPD.

Positions of all 25 atoms, in Å:
O1 -0.97031 -2.71382 2.88769
N1 0.37530 -0.28096 1.97049
C1 0.00782 1.15327 0.15895
C2 -0.01418 1.22891 -1.41114
C3 -0.38270 -0.20831 0.69785
C4 2.31723 0.91362 -2.35897
C5 0.91686 0.30887 -2.19258
C6 -1.93773 -0.36547 0.71091
H1 2.95524 0.28575 -2.99677
H2 -2.40216 -0.49039 1.70077
H3 2.04472 1.77402 -2.97967
H4 -2.50675 0.46928 0.20545
H5 0.13257 -0.96310 0.11537
H6 -0.82969 -3.09331 3.75827
H7 -0.75947 1.87434 0.72059
H8 2.88493 0.93470 -1.45870
H9 0.99553 -0.70285 -1.72760
H10 -2.10072 -1.40058 0.28428
H11 -1.94138 -2.87526 2.87259
H12 0.54341 0.13948 -3.14275
H13 0.22471 2.31132 -1.57276
H14 0.27601 -1.16197 2.52079
H15 0.13366 0.48236 2.67047
H16 -1.02090 1.01932 -1.82799
H17 1.05799 1.36077 0.39445

2S+1: 1
Molecular weight in g/mol: 119.21
HOMO-LUMO gap in eV: 9.161
Structure (SMILES): CCCC[C@H](C)N.O
Total charge: 0



#B
Below is 2 unconnected molecules or ions with the total composition C6H17NO, with properties calculated with wB97M-V/def2-TZVPD.

Positions of all 25 atoms, in Å:
O1 -0.91150 -1.23563 1.89482
N1 1.06142 -0.65530 -0.44564
C1 -1.76958 -2.19290 1.34666
C2 -2.22129 -1.83125 -0.18571
C3 2.10547 1.18612 -1.64195
C4 -0.42553 1.88158 -0.03328
C5 0.92974 1.55337 0.58624
C6 1.78130 0.60299 -0.26742
H1 -0.31174 2.52872 -0.90033
H2 0.82057 -1.04681 0.46041
H3 1.64766 -1.33011 -0.92480
H4 -2.73665 -2.68295 -0.62035
H5 2.54945 2.17485 -1.54317
H6 1.49367 2.47355 0.75580
H7 -1.31570 -0.36349 1.80466
H8 2.81256 0.54444 -2.16609
H9 -1.05946 2.39751 0.68701
H10 0.77893 1.08231 1.56170
H11 -0.91788 0.96660 -0.35340
H12 2.73636 0.45892 0.27387
H13 -1.30981 -1.61865 -0.74014
H14 -1.22596 -3.13915 1.31850
H15 -2.85735 -2.06433 1.59886
H16 -2.85616 -0.94638 -0.22492
H17 1.20148 1.25598 -2.24132

2S+1: 1
Molecular weight in g/mol: 119.21
HOMO-LUMO gap in eV: 10.024
Structure (SMILES): CC[C@H](C)N.CCO
Total charge: 0



#C
Below is 2 unconnected molecules or ions with the total composition C6H17NO, with properties calculated with wB97M-V/def2-TZVPD.

Positions of all 25 atoms, in Å:
O1 2.63432 -2.02586 0.31605
N1 -0.65194 0.41950 2.26515
C1 -0.63794 1.11627 1.01399
C2 -0.09768 0.33982 -1.56807
C3 0.43491 -0.53899 2.60061
C4 -0.83949 0.12402 -0.18874
C5 -0.79975 -0.66341 -2.48120
C6 -0.44659 1.78359 -2.03224
H1 1.06912 0.13620 3.41590
H2 0.32299 1.67913 0.97420
H3 -2.00228 0.16445 -0.36619
H4 1.25014 -0.57407 1.81525
H5 0.51700 2.20336 -2.18521
H6 0.10786 -1.56264 2.85688
H7 -0.97343 1.94748 -2.96616
H8 -0.45388 -1.67966 -2.20618
H9 0.90315 0.26026 -1.43117
H10 -1.45821 1.85077 1.02050
H11 -1.05844 2.22737 -1.26248
H12 -1.88579 -0.68532 -2.41970
H13 -0.49561 -0.63778 -3.49484
H14 -0.49191 -0.82447 0.21335
H15 2.23929 -2.61336 0.98572
H16 -1.53973 0.03279 2.66700
H17 1.75808 -1.62198 -0.06738

2S+1: 1
Molecular weight in g/mol: 119.21
HOMO-LUMO gap in eV: 8.978
Structure (SMILES): CNCCC(C)C.O
Total charge: 0



#D
Below is 2 unconnected molecules or ions with the total composition C6H17NO, with properties calculated with wB97M-V/def2-TZVPD.

Positions of all 25 atoms, in Å:
O1 -3.08449 -1.25108 0.68682
N1 -0.44565 -0.93117 -0.94471
C1 -0.84221 1.15798 1.24966
C2 0.37404 0.24991 1.06476
C3 -0.02006 -1.82239 -2.02720
C4 1.65314 0.90461 1.68661
C5 0.94614 1.14398 -1.25601
C6 0.61002 -0.10788 -0.39879
H1 0.24706 -0.68126 1.60825
H2 0.95158 2.03684 -0.62494
H3 -2.56213 -1.08598 1.48016
H4 -2.60982 -1.96227 0.24761
H5 1.43335 1.86136 2.16917
H6 1.80831 1.05358 -1.91499
H7 2.05753 0.26416 2.47991
H8 -1.58116 1.01354 0.46314
H9 1.53613 -0.70439 -0.40712
H10 2.40511 1.07862 0.90973
H11 0.99974 -1.61626 -2.35430
H12 -0.76674 -1.81253 -2.81277
H13 -0.01629 -2.85248 -1.64722
H14 -0.56517 2.20868 1.20128
H15 -1.34537 0.91047 2.18098
H16 0.10719 1.34932 -1.93554
H17 -1.29025 -0.40535 -1.10450

2S+1: 1
Molecular weight in g/mol: 119.21
HOMO-LUMO gap in eV: 9.406
Structure (SMILES): CN[C@@H](C)C(C)C.O
Total charge: 0



Stability summary: most stable #D, least stable #C.